1.
Density functional theory data (the ωB97M-V functional and the def2-TZVPD basis) for a molecular structure, C29H46MnNO3P2 in a non-equilibrium geometry.

Its expectation value of S² is 6.1114. As for the spin multiplicity: 5. As for the total charge: 0. As for the LUMO energy (alpha / beta): -0.28 / -0.70 eV. The orbital gap (alpha / beta) comes out at 5.512 / 5.051 eV.

Element x y z (Å)
1 C -1.34444 2.37507 -3.91106
2 C -1.34966 1.28928 -3.00418
3 N -0.16014 0.92419 -2.39578
4 C 0.98982 1.53853 -2.72565
5 C 1.01582 2.61724 -3.60019
6 C -0.16781 3.04490 -4.19471
7 C -2.51441 0.54507 -2.69603
8 P -2.48525 -0.60410 -1.34881
9 Mn -0.18673 -0.66896 -0.99489
10 P 2.09520 -0.61460 -1.37581
11 C 2.27973 1.06868 -2.09547
12 C -0.40702 -2.29731 0.13108
13 C -1.07599 -2.13799 1.34470
14 C -1.19569 -3.21674 2.22939
15 C -0.55371 -4.42712 1.92872
16 C 0.14621 -4.57097 0.72311
17 C 0.18310 -3.51473 -0.20321
18 O -2.04238 -1.11469 -5.27733
19 O 0.39412 -1.79874 -4.46913
20 H -2.29824 2.65892 -4.34703
21 H 1.97456 3.08574 -3.80779
22 H -0.15750 3.89086 -4.87503
23 C -3.49642 0.08394 -0.00116
24 C -3.35494 -2.10479 -1.90800
25 H 3.08177 1.04625 -2.84822
26 H 2.59415 1.75174 -1.28769
27 H -2.48831 -0.41795 -4.74848
28 H -3.46114 0.86335 -3.14149
29 C 3.17109 -0.57832 0.07590
30 C 2.89668 -1.64562 -2.63641
31 H -1.50676 -1.16927 1.60303
32 H -1.77782 -3.09938 3.14739
33 H -0.60256 -5.25422 2.64081
34 H 0.65391 -5.51184 0.49293
35 H 0.66236 -3.62712 -1.18069
36 H -0.65305 -1.74138 -2.29688
37 H 0.41308 -2.75185 -4.65770
38 H -0.47683 -1.46599 -4.83381
39 H -2.28989 -0.93078 -6.19793
40 H 0.11052 -1.40123 -2.48707
41 H -4.53250 0.20397 -0.34754
42 H -3.47494 -0.58663 0.86793
43 H -3.08949 1.06282 0.28966
44 H -4.43386 -1.90641 -1.98171
45 H -2.96898 -2.41215 -2.88964
46 H -3.18600 -2.91562 -1.18671
47 H 3.91138 -1.27553 -2.84532
48 H 2.95923 -2.68427 -2.28517
49 H 2.28390 -1.61529 -3.55140
50 H 4.21732 -0.47574 -0.24242
51 H 2.89008 0.27376 0.70957
52 H 3.04233 -1.50158 0.65655
53 C -0.58809 3.06004 0.16408
54 C -0.74545 3.50507 1.61814
55 C -2.21479 3.58558 2.03969
56 C 0.08735 2.73866 2.64511
57 C 0.39179 3.37909 3.83331
58 C 1.14210 2.75747 4.82684
59 C 1.57836 1.44614 4.65489
60 C 1.26416 0.74335 3.50834
61 C 1.67942 -0.71646 3.37504
62 C 3.19186 -0.87713 3.50920
63 C 0.97586 -1.59555 4.40473
64 C 0.49822 1.36699 2.45141
65 O 0.20505 0.71548 1.39244
66 H -1.01299 2.06288 0.01184
67 H 0.47097 3.02013 -0.11558
68 H -1.09456 3.76212 -0.51153
69 H -0.35514 4.53265 1.65829
70 H -2.65621 2.58559 2.13723
71 H -2.30211 4.07873 3.01392
72 H -2.80089 4.16022 1.31287
73 H 0.04094 4.40452 3.97938
74 H 1.40037 3.29521 5.73417
75 H 2.15593 0.94111 5.43449
76 H 1.35833 -1.02855 2.37293
77 H 3.51317 -0.62818 4.52919
78 H 3.47416 -1.91243 3.28581
79 H 3.71043 -0.21927 2.80476
80 H -0.10548 -1.42417 4.37563
81 H 1.16443 -2.64916 4.17155
82 H 1.33888 -1.37557 5.41862

Cartesian forces (eV/Å) of the 2 atoms listed first:
C 0.4 0.5 -0.3
C -0.3 -0.7 0.6

***

2.
Density functional theory data (the ωB97M-V functional and the def2-TZVPD basis) for a molecular structure, C29H46N4P2SSeV in a non-equilibrium geometry.

Its expectation value of S² is 0.7663. As for the spin multiplicity: 2. The calculation puts the relative energy (zero: lowest compared OMol25 entry of this formula, charge and spin) at 58.17 kJ/mol. As for the total charge: +2. As for the LUMO energy (alpha / beta): -5.52 / -5.22 eV. The orbital gap (alpha / beta) comes out at 7.509 / 7.322 eV.

Element x y z (Å)
1 V 0.03129 0.02109 0.03025
2 C -1.04208 1.38191 2.97535
3 P 0.27122 0.27977 2.32762
4 C 0.68494 -0.73751 3.81243
5 C 1.69212 1.39268 2.08163
6 C 1.85915 2.55743 2.81844
7 C 2.89648 3.42473 2.51800
8 C 3.76597 3.13599 1.47758
9 C 3.62241 1.96485 0.74832
10 C 2.59011 1.08178 1.04481
11 P 2.30150 -0.50072 0.17525
12 C 3.39881 -0.45960 -1.29125
13 C 3.20762 -1.67854 1.25406
14 H -1.08589 2.28438 2.36274
15 H -0.86132 1.65494 4.01497
16 H -1.99350 0.84758 2.91464
17 H -0.05240 -0.54967 4.59269
18 H 1.67417 -0.46680 4.18239
19 H 0.66358 -1.79997 3.57204
20 H 1.18226 2.78832 3.62817
21 H 3.02291 4.32744 3.09370
22 H 4.56585 3.81911 1.23753
23 H 4.32090 1.75088 -0.04829
24 H 3.12912 0.37536 -1.93979
25 H 3.27416 -1.39235 -1.84796
26 H 4.44280 -0.37740 -0.98387
27 H 3.51951 -2.53934 0.66287
28 H 2.56970 -2.00961 2.07197
29 H 4.08985 -1.17646 1.65406
30 C -2.14776 -5.67215 0.32257
31 C -1.08473 -6.13169 -0.66673
32 C 0.34993 -6.02408 -0.15249
33 C 0.82081 -4.58634 0.09447
34 N 0.85134 -3.81792 -1.12751
35 C 0.02399 -2.81480 -1.46971
36 Se -1.21541 -1.99035 -0.33022
37 N 0.28177 -2.42275 -2.73225
38 C -0.40968 -1.37889 -3.45164
39 C -1.85475 -1.74793 -3.80938
40 C -2.00059 -2.93107 -4.77170
41 C -1.82299 -4.29684 -4.11825
42 C 1.31937 -3.18781 -3.22423
43 C 1.97287 -3.19463 -4.45069
44 C 3.00268 -4.10025 -4.61015
45 C 3.38311 -4.96541 -3.58126
46 C 2.74200 -4.96525 -2.35897
47 C 1.68957 -4.07168 -2.19396
48 H -3.13049 -5.94370 -0.05094
49 H -2.13468 -4.59025 0.45531
50 H -2.01656 -6.14440 1.29163
51 H -1.18649 -5.55805 -1.58985
52 H -1.26850 -7.17748 -0.91447
53 H 1.01090 -6.49824 -0.87932
54 H 0.44766 -6.56776 0.78655
55 H 1.83087 -4.59863 0.51563
56 H 0.14282 -4.07819 0.78645
57 H 0.15289 -1.17904 -4.36494
58 H -0.39005 -0.46636 -2.82707
59 H -2.29635 -0.86927 -4.28665
60 H -2.41055 -1.97781 -2.89347
61 H -1.30047 -2.82522 -5.60131
62 H -3.00769 -2.88717 -5.18961
63 H -0.79109 -4.48982 -3.83771
64 H -2.11865 -5.07654 -4.81361
65 H -2.45182 -4.37810 -3.23428
66 H 1.69806 -2.52452 -5.24839
67 H 3.53140 -4.14277 -5.54866
68 H 4.20177 -5.64744 -3.74827
69 H 3.05483 -5.62939 -1.57050
70 S -0.86363 1.73515 -1.17311
71 C -2.51336 1.47269 -0.83668
72 N -3.22232 0.63723 -1.58917
73 C -4.65398 0.47199 -1.42231
74 C -4.98231 0.62994 0.05810
75 C -4.48711 1.99173 0.52984
76 N -3.08708 2.13706 0.16646
77 H -2.76424 0.19411 -2.37386
78 H -4.93237 -0.52007 -1.77714
79 H -5.18385 1.22294 -2.01996
80 H -4.47986 -0.16470 0.61832
81 H -6.05483 0.54775 0.22248
82 H -4.56961 2.07702 1.61562
83 H -5.07480 2.79882 0.07834
84 H -2.56427 2.89091 0.58943

Cartesian forces (eV/Å) of the 2 atoms listed first:
V 0.1 -1.0 0.4
C 0.1 -0.1 0.2

***

3.
Density functional theory data (the ωB97M-V functional and the def2-TZVPD basis) for a molecular structure, C29H46OsP2Te in a non-equilibrium geometry.

Its expectation value of S² is 6.0387. As for the spin multiplicity: 5. The calculation puts the relative energy (zero: lowest compared OMol25 entry of this formula, charge and spin) at 456.21 kJ/mol. As for the total charge: +2. As for the LUMO energy (alpha / beta): -6.13 / -7.98 eV. The orbital gap (alpha / beta) comes out at 5.346 / 5.625 eV.

Element x y z (Å)
1 Os 0.94212 -1.54381 -0.28978
2 C -0.99102 -1.50462 0.51511
3 C -0.77917 -2.71907 -0.20961
4 C 0.75723 -2.64467 1.51737
5 C -0.04244 -1.47425 1.58679
6 C 0.32048 -3.39677 0.39645
7 C -2.10390 -0.53090 0.37354
8 H -2.74929 -0.80113 -0.47598
9 H -1.71692 0.48323 0.22372
10 H -2.70906 -0.48714 1.28491
11 C -0.07607 -0.47542 2.70934
12 H -1.08816 -0.05674 2.81611
13 H 0.60067 0.37797 2.57130
14 H 0.22915 -0.95539 3.65219
15 C 1.83746 -2.91934 2.52854
16 H 1.46637 -2.64514 3.53187
17 H 2.72545 -2.30203 2.34209
18 H 2.11598 -3.97479 2.52505
19 C 1.06066 -4.52330 -0.23614
20 H 1.57206 -5.12643 0.50748
21 H 1.82461 -4.09648 -0.90582
22 H 0.39125 -5.12998 -0.85735
23 C -1.58329 -3.15140 -1.39325
24 H -2.11375 -4.08882 -1.17184
25 H -0.93620 -3.35775 -2.26149
26 H -2.32760 -2.38112 -1.65379
27 C -0.30632 3.92719 -2.45009
28 C -1.74714 3.63464 -2.21013
29 C -2.16465 2.23417 -2.43470
30 C -0.81195 1.46498 -2.53899
31 C 0.34599 2.54330 -2.40553
32 C 1.47814 2.43203 -3.41757
33 C 1.36060 3.64164 -4.34023
34 C 0.11073 4.47277 -3.84802
35 H -2.74404 2.10845 -3.36771
36 H -0.75445 0.93198 -3.53322
37 H -2.75772 1.72023 -1.65152
38 H -0.73831 4.33039 -4.52204
39 H 0.11833 4.56294 -1.62388
40 H -2.45557 4.42796 -1.98374
41 H 0.31636 5.55655 -3.84600
42 H 2.26217 4.25864 -4.27020
43 H 2.45784 2.47878 -2.91066
44 H 1.32501 3.38260 -5.40711
45 H -0.78384 0.64014 -1.79271
46 H 0.74077 2.32386 -1.39221
47 P -0.53945 1.19451 -5.30296
48 C -0.55358 2.64189 -6.47473
49 C -1.79618 0.25358 -6.22638
50 P 1.80832 0.27852 -3.69618
51 C 1.06402 0.40757 -5.45350
52 C 0.91606 -1.27947 -3.27534
53 C 3.52165 0.18328 -4.42427
54 H 0.43703 3.02350 -6.76122
55 H -1.13002 3.46124 -6.03126
56 H -1.02747 2.35534 -7.42202
57 H -1.74225 0.54315 -7.28807
58 H -2.77612 0.55556 -5.83175
59 H -1.67948 -0.83803 -6.13265
60 H 3.51791 0.68721 -5.40925
61 H 3.82266 -0.85987 -4.59348
62 H 4.26220 0.66512 -3.77843
63 H 1.71246 1.02282 -6.10280
64 H 0.96622 -0.59519 -5.92108
65 H 1.60709 -2.12702 -3.35629
66 H 0.05967 -1.45239 -3.95561
67 H 0.55039 -1.24021 -2.20108
68 Te 2.82273 -0.02560 -0.31661
69 C 2.83621 1.52909 1.33044
70 C 2.99558 1.03683 2.62830
71 C 3.05242 1.91074 3.72371
72 C 2.86295 3.28197 3.50804
73 C 2.80584 3.78687 2.20122
74 C 2.70529 2.90008 1.11720
75 H 3.06474 -0.03522 2.79482
76 H 3.25560 1.54553 4.73456
77 H 2.76539 3.96390 4.34949
78 H 2.82970 4.86560 2.02748
79 H 2.54667 3.27442 0.10598

Cartesian forces (eV/Å) of the 2 atoms listed first:
Os 1.1 1.7 -1.3
C -0.9 -0.1 0.3

***

4.
Density functional theory data (the ωB97M-V functional and the def2-TZVPD basis) for a molecular structure, C29H46P2PrTe in a non-equilibrium geometry.

Its expectation value of S² is 2.0073. As for the spin multiplicity: 3. The calculation puts the relative energy (zero: lowest compared OMol25 entry of this formula, charge and spin) at 177.01 kJ/mol. As for the total charge: +1. As for the LUMO energy (alpha / beta): -3.55 / -3.55 eV. The orbital gap (alpha / beta) comes out at 4.487 / 4.507 eV.

Element x y z (Å)
1 Pr -0.11697 0.53831 -0.44113
2 C -0.66131 -2.41838 1.81924
3 C 0.53866 -2.57732 1.07080
4 C 0.98771 -1.20385 2.86199
5 C -0.39314 -1.54976 2.91118
6 C 1.55270 -1.79890 1.70070
7 C -1.95990 -3.08391 1.58557
8 H -1.86941 -3.88362 0.83761
9 H -2.72240 -2.37221 1.24403
10 H -2.34152 -3.53791 2.51161
11 C -1.36692 -1.11760 3.92635
12 H -2.23709 -1.78554 3.93985
13 H -1.73408 -0.09748 3.73445
14 H -0.92021 -1.12084 4.93077
15 C 1.72904 -0.38697 3.83748
16 H 1.22250 -0.37327 4.81068
17 H 1.83118 0.65230 3.48046
18 H 2.74505 -0.78244 3.99130
19 C 2.97385 -1.67408 1.29928
20 H 3.64192 -2.13518 2.04876
21 H 3.27588 -0.61877 1.19688
22 H 3.16386 -2.16794 0.33838
23 C 0.72876 -3.49311 -0.08026
24 H 1.01182 -4.50565 0.25371
25 H 1.52667 -3.14609 -0.75040
26 H -0.19301 -3.59154 -0.67177
27 C -1.64570 1.03860 -2.19689
28 C -1.81965 -0.03993 -3.30652
29 C -0.76619 -0.95974 -3.93329
30 C 0.70944 -0.65175 -3.69280
31 C 1.08619 -0.67763 -2.15971
32 C 1.82472 0.57540 -1.74225
33 C 1.17439 1.95875 -2.00104
34 C -0.30173 2.06553 -2.49118
35 H -0.93967 -0.91390 -5.01980
36 H 1.01332 0.28619 -4.16102
37 H -0.96849 -2.01052 -3.68681
38 H -0.26712 2.06170 -3.58643
39 H -2.36172 1.85548 -2.44235
40 H -2.35166 0.44004 -4.14899
41 H -0.66472 3.07012 -2.21367
42 H 1.31604 2.63697 -1.12314
43 H 2.66840 0.56416 -2.48144
44 H 1.77663 2.43420 -2.78676
45 H 1.30155 -1.44447 -4.17574
46 H 1.85278 -1.46551 -2.06443
47 P -3.25833 -0.82581 -2.38580
48 C -4.91810 -0.36388 -2.79481
49 C -3.00241 -2.53409 -1.91435
50 P 4.14329 0.56106 -1.03653
51 C -2.45803 0.23916 -1.13677
52 C 4.88446 -0.54615 -2.29492
53 C 4.53194 2.18767 -1.76519
54 H -5.34478 0.18439 -1.94751
55 H -5.53177 -1.26282 -2.97823
56 H -4.96399 0.26982 -3.69395
57 H -2.11307 -2.98075 -2.37867
58 H -3.87662 -3.13443 -2.21266
59 H -2.89728 -2.59966 -0.81988
60 H 4.15536 2.29083 -2.79692
61 H 5.62103 2.32395 -1.72505
62 H 4.05407 2.93772 -1.11583
63 H -3.10326 0.77571 -0.41611
64 H 0.22242 -1.17785 -1.62409
65 H 5.92069 -0.72958 -1.95369
66 H 4.88714 -0.11400 -3.30372
67 H 4.33839 -1.50258 -2.28358
68 Te 0.92734 2.70399 1.64689
69 C -0.55077 3.19979 3.05708
70 C -1.25555 4.42645 3.01384
71 C -1.95694 4.85718 4.14606
72 C -1.95837 4.08139 5.31740
73 C -1.32509 2.83098 5.33163
74 C -0.63391 2.38038 4.20543
75 H -1.19444 5.03204 2.10401
76 H -2.49958 5.80810 4.12737
77 H -2.44529 4.45185 6.21982
78 H -1.35430 2.20444 6.22890
79 H -0.09470 1.43281 4.20658

Cartesian forces (eV/Å) of the 2 atoms listed first:
Pr -0.4 -0.6 8.7
C 0.6 1.0 0.2